Below is a structure of composition C32H25BrINO4OsP, with properties calculated with ωB97M-V with the def2-TZVPD basis set.

Geometry as XYZ:
```
66
Properties=species:S:1:pos:R:3:forces:R:3
Os 0.94976 0.49555 -1.36179 0.234 -0.311 0.473
N 3.04188 0.16023 -1.99204 -0.043 -0.218 -0.171
C 2.50803 -0.35271 -3.26843 0.164 0.077 -0.066
C 3.19340 -0.77880 -4.38155 0.020 -0.013 0.033
C 2.41064 -1.17730 -5.46374 -0.047 -0.003 -0.006
C 1.01222 -1.14154 -5.40800 0.030 -0.007 -0.007
C 0.34733 -0.71180 -4.27192 0.017 0.010 -0.008
C 1.12185 -0.30304 -3.18277 -0.275 0.278 0.034
P -1.13521 -0.28094 -0.67156 0.198 0.002 -0.166
C -2.29148 1.01627 -0.31644 -0.083 0.097 -0.004
C -2.33335 1.63777 0.93227 -0.064 0.037 0.012
C -3.23615 2.66482 1.15147 0.008 -0.064 0.003
C -4.07346 3.08253 0.12575 -0.049 -0.005 -0.003
C -4.00997 2.48630 -1.12817 0.016 -0.016 0.003
C -3.11935 1.45033 -1.35798 0.004 0.051 0.044
C -1.95415 -1.67892 -1.36299 -0.075 -0.101 0.003
C -1.20431 -2.63802 -2.05523 -0.035 -0.040 -0.001
C -1.82933 -3.76847 -2.55115 -0.011 0.040 0.021
C -3.19633 -3.93964 -2.36092 -0.013 -0.015 -0.008
C -3.94245 -2.99606 -1.66355 0.020 0.015 0.004
C -3.32742 -1.86479 -1.15638 0.011 -0.047 -0.034
H 3.51782 -0.56280 -1.45729 0.073 0.034 -0.028
H 3.69627 0.92925 -2.11580 -0.070 0.067 0.019
H 4.27500 -0.79698 -4.42926 -0.010 -0.006 -0.008
H 2.89464 -1.51348 -6.37084 -0.002 -0.005 0.002
H 0.44149 -1.44932 -6.27410 0.024 0.002 -0.012
H -0.73412 -0.68007 -4.24769 0.001 -0.003 0.009
H -1.68651 1.31314 1.73661 -0.004 0.005 0.001
H -3.28888 3.13914 2.12204 -0.003 -0.001 -0.006
H -4.78244 3.88027 0.30489 -0.002 -0.001 -0.008
H -4.66353 2.81996 -1.92277 0.003 -0.003 0.003
H -3.08435 0.97754 -2.33285 -0.001 -0.015 0.012
H -0.14332 -2.49545 -2.21740 0.001 0.008 0.008
H -1.25888 -4.50995 -3.09394 -0.005 0.004 0.003
H -3.68655 -4.81682 -2.76264 0.004 0.000 0.008
H -5.00386 -3.14279 -1.51718 0.006 0.000 -0.007
H -3.91016 -1.13378 -0.61184 0.006 0.017 0.004
Br -1.24879 5.34363 0.02491 -0.002 0.042 -0.072
C 0.51474 5.15433 0.64035 0.075 0.056 0.114
C 0.92979 5.91361 1.72685 0.047 0.011 0.045
C 2.23167 5.81007 2.19392 -0.046 0.022 0.006
C 3.13754 4.95273 1.58574 0.041 -0.047 -0.022
C 2.74494 4.19146 0.49554 -0.017 0.108 0.117
C 1.43845 4.30639 0.04682 -0.005 -0.174 -0.042
I 0.90691 3.25661 -1.69277 -0.055 -0.004 -0.306
H 0.23037 6.59431 2.19250 0.010 0.001 0.005
H 2.54103 6.41767 3.03359 0.001 -0.003 -0.006
H 4.15591 4.88685 1.94341 -0.005 0.013 0.004
H 3.45237 3.54528 -0.00520 -0.005 0.007 -0.007
O -0.75184 -0.84548 0.93411 -0.023 0.023 -0.115
C 0.49587 -0.91231 1.30617 0.015 -0.004 0.310
O 1.44170 -0.41477 0.69625 -0.118 -0.011 -0.106
C 0.69076 -1.66008 2.59776 -0.153 0.313 0.017
C -0.02379 -1.19223 3.75726 -0.049 -0.031 -0.204
C 0.09140 -1.78328 4.98422 0.082 -0.096 -0.010
C 0.93741 -2.89405 5.02455 -0.042 0.076 -0.088
O 1.22995 -3.65606 6.04462 0.137 -0.235 0.109
C 2.13636 -4.68424 5.59972 -0.154 0.255 -0.169
O 2.34105 -4.41638 4.19483 0.119 -0.214 0.155
C 1.63160 -3.36786 3.87132 -0.080 0.138 -0.053
C 1.52604 -2.74343 2.62193 0.114 -0.057 0.159
H -0.68069 -0.33828 3.65072 0.022 -0.009 -0.040
H -0.43454 -1.43048 5.86004 0.014 -0.018 0.007
H 1.66859 -5.65913 5.71764 -0.026 -0.038 0.003
H 3.08155 -4.59278 6.12973 0.043 0.017 0.014
H 2.06896 -3.10170 1.75867 0.012 -0.009 0.020
```
Positions in Å, forces in eV/Å.

spin multiplicity: 5
DFT total energy: -133141.36811 eV
relative energy (zero: lowest compared OMol25 entry of this formula, charge and spin): 3.5 kcal/mol
net charge: +3

=====

Below is a cluster of 8 separate species, C55H112N2O8PS2 in total at a distorted geometry, with properties calculated with ωB97M-V with the def2-TZVPD basis set.

Geometry as XYZ:
```
180
Properties=species:S:1:pos:R:3:forces:R:3
C 1.34570 4.77118 2.40748 -0.816 0.354 0.041
C 2.38677 5.18517 1.17165 -0.780 -0.442 1.243
C 3.88133 4.62846 1.59232 -0.299 0.888 -0.352
C 4.96265 4.64231 0.31642 -1.385 -0.233 1.294
C 5.41907 3.08714 0.09415 1.308 -0.476 -0.311
C 5.69978 2.64440 -1.45497 0.859 0.409 -0.693
C 4.62157 3.19044 -2.55688 0.452 -0.323 -0.562
C 3.04645 3.07249 -2.12291 -0.009 1.905 -0.787
N 2.43153 1.94264 -2.91879 -2.040 -0.232 0.599
C 2.99794 0.58767 -2.56181 -0.478 -1.324 -0.029
C 3.06892 0.25897 -0.95772 0.799 -0.143 0.809
C 2.78134 -1.32120 -0.57126 0.589 0.329 1.245
C 4.14825 -2.06000 0.04689 -0.286 -0.833 0.285
C 4.81035 -3.14100 -1.00421 -0.180 0.210 0.481
C 3.96631 -4.56657 -0.95941 -0.234 0.793 -1.611
C 3.96532 -5.15021 -2.50995 0.704 -1.230 0.833
C 5.45999 -5.84853 -2.75967 -0.929 0.654 -0.191
C 0.91965 1.97533 -2.91179 -0.236 0.469 1.514
S -0.09457 1.87119 -1.55041 1.827 0.166 -2.402
S 0.09612 2.20178 -4.62099 0.525 0.370 1.151
C -1.30606 3.44585 -4.51832 -1.004 1.601 -0.568
C -2.25093 3.20527 -5.87617 1.011 -1.178 -0.129
C -3.69431 2.48856 -5.53652 -0.204 1.613 -0.792
P -3.60354 1.10566 -4.22201 -0.734 -0.772 -0.756
C -3.51948 -0.67226 -4.93859 0.379 -0.901 -0.283
C -1.95522 -1.19961 -4.96544 0.619 0.439 1.201
C -1.69638 -2.50261 -3.94977 0.585 0.654 -0.626
C -1.78838 -1.89320 -2.42333 -0.908 0.475 -0.891
N -1.51175 -2.89744 -1.32413 1.132 1.500 1.244
C -0.29866 -3.75684 -1.60371 0.441 -0.901 0.145
C -1.25254 -2.24236 0.01719 2.882 5.268 1.817
C -1.72125 -2.95185 1.45683 0.192 0.446 -1.572
O -0.59232 -1.06252 0.16870 -4.189 -6.847 -1.604
H 1.07275 5.70102 3.08508 0.765 -1.928 -1.332
H 0.29934 4.37533 1.99110 2.302 0.791 0.754
H 1.78279 3.94399 3.11190 -0.774 1.650 -1.408
H 1.94421 4.69135 0.20560 1.213 0.877 1.660
H 2.33145 6.35417 1.04537 0.391 -2.345 0.132
H 3.72859 3.56282 2.05117 0.454 1.948 -1.014
H 4.30670 5.31481 2.43991 -0.963 -1.308 -1.476
H 4.38272 5.13231 -0.57293 1.236 -1.162 1.396
H 5.81645 5.37983 0.62634 -1.334 -1.721 -0.849
H 6.45235 2.94560 0.67483 -2.246 0.200 -1.189
H 4.68838 2.29211 0.56286 1.150 1.941 -0.830
H 5.79994 1.47226 -1.60513 -0.263 2.387 0.681
H 6.76215 3.08386 -1.77631 -2.286 -0.925 0.637
H 4.89882 4.29506 -2.90372 -0.780 -2.344 1.005
H 4.76306 2.52035 -3.53322 -0.368 1.555 2.055
H 2.52110 4.07103 -2.51288 1.010 -2.147 0.878
H 2.84367 3.03871 -0.97096 0.545 -0.246 -2.096
H 2.27272 -0.22164 -3.04198 1.549 1.662 0.852
H 4.04114 0.49862 -3.12430 -2.165 0.111 1.450
H 4.16258 0.49182 -0.54801 -2.370 -0.384 -1.013
H 2.34285 0.94011 -0.30950 1.383 -1.417 -1.730
H 2.01131 -1.32088 0.34058 1.374 -0.069 -2.385
H 2.36812 -1.91888 -1.49436 0.728 1.100 1.864
H 3.80757 -2.68390 1.00458 0.763 1.314 -1.988
H 4.94284 -1.28784 0.44049 -1.583 -1.402 -0.971
H 4.70513 -2.69044 -2.09110 0.326 -0.908 2.108
H 5.96835 -3.30814 -0.77201 -2.609 0.370 -0.475
H 4.44340 -5.35638 -0.23136 -1.027 1.638 -1.403
H 2.83832 -4.35453 -0.67166 2.323 -0.349 -0.314
H 3.12103 -5.98231 -2.61652 1.749 1.816 0.110
H 3.82511 -4.30411 -3.30733 -0.003 -1.579 1.643
H 6.16730 -4.94731 -3.09173 -1.244 -2.316 0.767
H 5.80355 -6.31507 -1.72356 -0.519 0.897 -2.443
H 5.36992 -6.67700 -3.61436 0.483 1.898 1.957
H -0.88590 4.55604 -4.63737 -0.748 -2.574 0.581
H -1.94763 3.37717 -3.53714 1.416 0.115 -1.804
H -2.35214 4.20874 -6.48379 -0.194 -2.092 1.420
H -1.67176 2.45221 -6.58791 -1.104 1.639 1.430
H -4.41263 3.34407 -5.13236 1.357 -2.037 -0.675
H -4.17105 2.05428 -6.54000 0.973 0.770 2.372
H -2.51237 1.25223 -3.27887 -0.692 0.072 -0.624
H -4.83945 1.18941 -3.43578 1.185 0.008 -0.718
H -4.14994 -1.35709 -4.20286 1.030 1.494 -1.776
H -3.95586 -0.69239 -6.03549 0.550 0.150 2.461
H -1.30889 -0.32106 -4.48772 -1.054 -1.908 -1.193
H -1.53380 -1.37364 -6.04380 -1.121 0.226 2.075
H -2.43083 -3.39129 -4.15497 1.193 1.821 0.492
H -0.61116 -2.89473 -4.24066 -2.270 0.883 0.908
H -2.91533 -1.53653 -2.27778 2.273 -0.717 -0.186
H -1.13300 -0.92391 -2.38646 -0.824 -1.863 0.148
H -0.63498 -4.61690 -2.33628 0.902 1.752 1.403
H 0.03498 -4.25901 -0.57366 -0.602 1.088 -2.365
H 0.59125 -3.11049 -2.05341 -1.749 -1.473 0.994
H -2.55748 -3.72372 1.18202 1.708 1.364 0.890
H -0.75009 -3.43729 1.90020 -2.047 0.798 -0.792
H -2.10164 -2.08718 2.18294 0.898 -1.976 -1.806
C -8.23651 -3.91859 -4.14242 0.033 -0.506 0.384
C -8.82218 -2.53039 -4.16740 -0.576 0.355 -0.204
C -7.58739 -1.66345 -4.05184 0.235 0.278 0.351
O -6.51353 -2.38394 -4.67219 -0.001 0.014 0.024
C -6.94513 -3.73125 -4.90825 0.243 -0.226 -0.408
H -8.88713 -4.67813 -4.58319 0.123 0.092 0.045
H -8.01876 -4.21099 -3.10828 -0.042 -0.018 -0.128
H -9.31442 -2.35294 -5.13088 0.031 0.016 0.110
H -9.54931 -2.34536 -3.37269 0.169 0.036 -0.074
H -7.31602 -1.49583 -3.00417 -0.174 0.063 0.010
H -7.70975 -0.69240 -4.54026 0.081 -0.043 -0.044
H -7.10290 -3.84732 -5.98606 0.003 -0.097 0.032
H -6.16474 -4.42915 -4.59263 0.012 0.143 -0.046
C 1.62651 4.29371 8.04178 0.425 -0.091 0.517
C 0.44406 5.14004 7.64649 -0.603 0.024 0.041
C 0.93035 5.78622 6.36758 0.003 0.347 -0.417
O 1.83847 4.86150 5.75330 -0.001 -0.122 0.328
C 2.14540 3.82778 6.69905 0.060 -0.255 -0.374
H 1.37179 3.46750 8.71035 0.060 0.055 -0.112
H 2.37992 4.91716 8.53778 -0.056 -0.097 -0.029
H -0.41835 4.49675 7.43557 0.039 0.107 0.031
H 0.15001 5.86769 8.40713 0.020 -0.068 -0.118
H 1.48210 6.70953 6.57357 -0.057 0.077 0.056
H 0.11382 6.01447 5.67645 0.243 -0.030 0.107
H 1.63626 2.91448 6.37241 0.052 -0.099 0.114
H 3.22311 3.64290 6.70652 -0.057 0.050 -0.098
C -3.05993 8.35436 3.63466 0.158 0.575 -0.303
C -3.39323 6.93494 3.25400 -0.531 -0.361 -0.112
C -2.25636 6.16207 3.88633 0.396 -0.239 0.043
O -1.85627 6.89165 5.05456 -0.343 0.140 -0.328
C -2.48070 8.18248 5.02181 0.010 0.033 0.483
H -3.91962 9.02884 3.61228 0.120 -0.061 0.030
H -2.29476 8.75057 2.95653 -0.099 0.008 0.081
H -4.34491 6.64178 3.71272 0.084 0.000 -0.086
H -3.46988 6.77516 2.17553 0.028 -0.010 0.114
H -1.39255 6.10562 3.21550 -0.044 -0.088 -0.059
H -2.54618 5.14573 4.16831 0.107 0.087 0.074
H -3.26743 8.19226 5.78404 0.004 0.107 -0.016
H -1.74606 8.95390 5.26863 -0.005 -0.159 0.038
C 8.69014 -1.81964 3.29133 0.446 -0.417 0.261
C 8.61790 -0.40680 2.77230 -0.139 0.608 0.214
C 8.29460 -0.62263 1.30993 0.085 -0.033 -0.446
O 7.53161 -1.83427 1.22685 0.130 0.104 0.244
C 7.60478 -2.50658 2.49171 -0.392 -0.195 -0.096
H 8.53958 -1.89954 4.37088 0.008 -0.019 -0.137
H 9.66647 -2.25514 3.04752 -0.117 0.016 0.073
H 7.79467 0.12651 3.26216 0.107 -0.001 -0.053
H 9.53596 0.16588 2.92629 -0.120 -0.056 -0.046
H 9.20541 -0.76000 0.71754 0.015 0.108 0.002
H 7.72076 0.20394 0.88104 -0.023 -0.126 -0.044
H 6.62919 -2.40673 2.97986 0.007 -0.075 0.078
H 7.80864 -3.56915 2.33333 -0.068 0.101 -0.098
C -9.01027 1.17587 0.29588 -0.511 0.282 0.303
C -7.72350 0.47133 0.64024 0.595 0.117 0.128
C -7.96413 -0.91629 0.08685 -0.139 -0.452 0.038
O -8.83469 -0.76838 -1.04336 0.098 0.244 0.194
C -9.35439 0.56846 -1.04647 -0.114 -0.056 -0.398
H -8.91950 2.26444 0.26049 -0.044 -0.133 -0.010
H -9.78217 0.91928 1.03118 0.077 0.083 -0.107
H -6.88832 0.94499 0.11091 -0.019 -0.038 0.087
H -7.49471 0.47070 1.70897 -0.008 -0.025 -0.145
H -8.47189 -1.55353 0.81862 0.115 -0.005 0.034
H -7.03876 -1.41017 -0.22336 -0.115 -0.041 -0.063
H -8.86982 1.11318 -1.86410 -0.061 0.108 -0.030
H -10.43159 0.54495 -1.23297 0.131 -0.099 -0.049
C -0.37015 -9.03861 -3.97429 0.352 -0.157 -0.547
C -0.43387 -7.94433 -2.94025 0.252 0.141 0.597
C -1.81602 -7.37247 -3.16889 -0.398 0.102 -0.115
O -2.63847 -8.44819 -3.64169 0.384 0.164 0.062
C -1.79166 -9.55686 -3.97486 -0.338 -0.327 0.090
H 0.36619 -9.81412 -3.74875 -0.111 0.083 -0.044
H -0.12824 -8.60979 -4.95405 0.004 -0.095 0.089
H -0.37099 -8.37928 -1.93578 0.013 0.099 -0.088
H 0.35846 -7.19816 -3.04001 -0.072 -0.052 0.018
H -1.80251 -6.59729 -3.94237 0.051 0.127 0.002
H -2.25055 -6.94950 -2.25853 -0.086 -0.059 -0.091
H -1.93319 -10.32711 -3.20889 0.049 -0.056 -0.078
H -2.08787 -9.96919 -4.94332 -0.082 0.088 0.119
C 1.51906 -1.83264 6.36103 0.155 -0.609 0.235
C 0.41803 -1.18980 5.55777 -0.117 0.151 -0.633
C -0.17472 -0.21739 6.55410 -0.257 0.213 0.342
O 0.89027 0.18602 7.42598 -0.011 -0.275 -0.272
C 2.01433 -0.67619 7.20163 0.256 0.364 0.160
H 2.30504 -2.28187 5.74873 -0.063 0.057 0.093
H 1.09978 -2.61238 7.00799 0.096 0.059 -0.071
H 0.84821 -0.64162 4.71129 -0.088 -0.055 0.047
H -0.31469 -1.90086 5.16785 0.045 0.087 0.051
H -0.94517 -0.69675 7.16728 -0.075 0.002 -0.076
H -0.60981 0.66310 6.07255 0.074 -0.002 0.132
H 2.77783 -0.09792 6.66993 0.081 -0.070 0.016
H 2.42733 -1.00080 8.16066 -0.087 0.132 -0.041
```
Positions in Å, forces in eV/Å.

DFT total energy: -109147.83325 eV
net charge: +1

=====

Below is a cluster of 7 separate species, C7H14Cl14 in total at a distorted geometry, with properties calculated with ωB97M-V with the def2-TZVPD basis set.

Geometry as XYZ:
```
35
Properties=species:S:1:pos:R:3:forces:R:3
C 0.93061 -4.26964 1.05031 -0.384 -0.285 -0.679
Cl -0.70106 -3.46354 0.89684 0.773 -0.448 0.317
Cl 1.76970 -4.07134 2.56594 -0.043 0.466 0.259
H 0.80860 -5.34831 0.95202 -0.387 0.294 -0.237
H 1.51854 -3.87731 0.22055 -0.018 0.030 0.322
C 0.53857 -0.18048 4.50841 0.107 -1.679 -1.194
Cl -0.01870 1.14699 3.45336 0.263 0.000 0.424
Cl 0.17127 -0.04497 6.18840 -0.098 0.487 0.639
H 0.06165 -1.09147 4.14682 -0.568 0.187 -0.009
H 1.57570 -0.47127 4.34147 0.299 1.002 0.154
C 1.25583 4.81313 -0.36408 -0.315 0.361 0.601
Cl 2.01560 5.06202 -1.92776 -0.035 -0.124 -0.188
Cl 0.28969 6.28343 0.09251 0.484 -0.740 -0.038
H 0.57969 3.95819 -0.35872 0.091 0.198 -0.319
H 2.05319 4.64320 0.35940 -0.243 0.288 0.001
C -3.55125 -0.65584 2.61441 -0.065 -0.381 -0.692
Cl -2.89321 0.24571 1.17027 -0.385 -0.416 0.876
Cl -4.21575 -2.22570 2.13840 -0.219 -0.218 -0.330
H -2.75811 -0.95439 3.29988 0.044 0.847 -0.006
H -4.39908 -0.10032 3.01527 0.569 0.171 0.118
C 2.20302 2.21945 -3.84927 0.499 -0.209 -0.051
Cl 2.04576 1.62603 -5.53522 0.129 0.009 0.407
Cl 3.05985 1.07948 -2.75763 -0.262 0.315 -0.664
H 2.83168 3.10970 -3.86706 -0.400 -0.129 -0.087
H 1.18637 2.40648 -3.50353 0.350 -0.072 0.176
C -1.50766 -2.08478 -3.65264 0.109 -0.109 -0.035
Cl -3.13165 -1.67444 -3.24034 -1.519 0.210 0.548
Cl -0.69466 -0.65678 -4.24286 0.671 0.363 -0.466
H -1.01918 -2.39360 -2.72845 0.119 -0.395 -0.455
H -1.60960 -2.80835 -4.46142 0.641 -0.112 0.381
C 0.21700 -0.12443 -0.00578 -0.823 0.956 -0.487
Cl 0.18430 1.17468 -1.28981 -0.191 -0.207 0.474
Cl 1.78299 -0.79416 0.24555 0.717 -0.305 0.029
H -0.09994 0.40225 0.89435 -0.066 -0.480 -0.162
H -0.47975 -0.87963 -0.36958 0.157 0.125 0.375
```
Positions in Å, forces in eV/Å.

spin multiplicity: 2
DFT total energy: -182799.10038 eV
relative energy (zero: lowest compared OMol25 entry of this formula, charge and spin): 7.6 kcal/mol
net charge: -1